1.
The following is a quantum chemistry calculation of a molecular structure, C40H36N2O5P2PtS3, from the OMol25 dataset.

Structure (XYZ):
```
89
Properties=species:S:1:pos:R:3:forces:R:3
Pt 0.267800 -0.664300 0.068000 0.66 -1.16 -2.29
O -2.951400 1.742200 2.254200 -0.56 0.22 1.05
S -2.045300 1.426900 1.144300 -0.96 1.15 -0.76
C -3.213000 0.861800 -0.169300 0.45 -0.47 0.14
C -4.172300 1.644700 -0.780300 -0.06 0.21 0.05
C -5.091400 1.070300 -1.646600 0.09 0.00 0.08
C -5.063900 -0.292500 -1.887000 -0.03 0.06 -0.04
C -4.116800 -1.085200 -1.264100 0.10 -0.09 0.21
C -3.183900 -0.512400 -0.401800 0.06 0.15 -0.05
P -1.826700 -1.448800 0.359100 0.10 -0.09 -0.01
C -2.083100 -1.500600 2.155700 0.25 0.02 -0.15
C -0.940400 -1.838200 2.881700 0.05 -0.09 -0.05
C -0.949000 -1.779700 4.260200 0.07 -0.03 0.03
C -2.098900 -1.379600 4.924100 0.01 -0.03 -0.03
C -3.248100 -1.081500 4.209600 -0.02 -0.03 0.09
C -3.246200 -1.138500 2.825400 -0.02 -0.14 -0.17
C -2.160100 -3.133100 -0.229900 0.44 0.15 -0.16
C -1.858300 -3.374700 -1.568800 0.00 0.07 0.14
C -2.055700 -4.627000 -2.110600 -0.01 -0.04 -0.11
C -2.546700 -5.650500 -1.314500 0.01 -0.02 0.00
C -2.850500 -5.413400 0.014700 -0.06 -0.11 0.01
C -2.662500 -4.156000 0.563700 0.04 0.27 0.06
C -1.726500 3.026400 0.355800 0.39 -0.15 -0.10
C -2.625300 4.056100 0.570800 -0.12 0.04 0.28
C -2.437400 5.273100 -0.058100 -0.03 -0.12 0.01
C -1.364200 5.435900 -0.920000 0.08 0.05 -0.08
C -0.446100 4.415100 -1.100900 0.03 -0.08 -0.08
C -0.596700 3.202600 -0.431800 -0.27 -0.61 0.06
P 0.720500 1.918600 -0.292000 0.47 1.81 -0.60
C 1.901200 2.910400 0.662700 0.07 -1.23 -0.82
C 1.573600 4.098400 1.282400 0.27 1.05 0.65
C 2.539200 4.941100 1.818600 -0.99 -0.02 -0.09
C 3.899100 4.581900 1.754300 0.17 -0.45 -0.17
C 4.282100 3.379900 1.270800 -0.18 -0.06 -0.10
C 3.285400 2.354500 0.853200 -0.13 1.25 -1.23
C 1.489000 2.021600 -1.950400 -0.31 -0.69 0.03
C 2.290200 3.081400 -2.362100 0.05 0.06 0.13
C 2.717600 3.153000 -3.676400 -0.01 0.05 -0.07
C 2.377800 2.155700 -4.576400 0.04 -0.02 -0.03
C 1.641200 1.061900 -4.149100 -0.03 -0.06 -0.16
C 1.192100 0.997800 -2.842000 -0.02 -0.08 0.03
H -4.214700 2.704300 -0.587000 0.01 0.08 -0.03
H -5.826400 1.693000 -2.134100 -0.07 0.06 -0.02
H -5.777700 -0.737400 -2.564500 -0.05 -0.05 -0.03
H -4.104700 -2.149800 -1.441400 -0.02 -0.04 -0.04
H -0.039200 -2.132900 2.351500 -0.02 0.08 0.13
H -0.047800 -2.019100 4.805200 0.04 0.01 0.07
H -2.089200 -1.290000 6.000800 -0.05 -0.02 0.07
H -4.141100 -0.779200 4.736900 -0.07 0.04 -0.03
H -4.140100 -0.887900 2.272600 -0.04 0.11 -0.04
H -1.462300 -2.560900 -2.163100 0.06 -0.03 -0.15
H -1.818500 -4.807000 -3.147100 0.04 -0.05 -0.13
H -2.682800 -6.636300 -1.731300 -0.04 -0.11 -0.04
H -3.233900 -6.213300 0.629900 -0.03 -0.07 0.06
H -2.905400 -3.971900 1.601100 0.04 0.01 0.06
H -3.444100 3.888100 1.254300 -0.10 0.02 0.10
H -3.128700 6.084700 0.116100 -0.04 0.05 0.02
H -1.221500 6.382700 -1.421500 0.04 0.02 -0.07
H 0.405500 4.572600 -1.746300 0.05 0.02 0.04
H 0.551100 4.446600 1.269400 -0.06 0.04 0.15
H 2.256500 5.901800 2.219100 -0.10 0.07 0.03
H 4.643800 5.293900 2.075200 0.17 0.06 0.11
H 5.314900 3.066600 1.269800 0.17 0.06 -0.12
H 3.611900 1.825600 -0.059700 0.05 0.07 0.29
H 2.583100 3.846800 -1.654100 -0.06 0.00 0.08
H 3.303700 4.001200 -4.000300 0.08 0.03 -0.02
H 2.691600 2.232400 -5.607600 0.06 -0.05 -0.07
H 1.408700 0.265000 -4.839200 -0.05 -0.09 -0.10
H 0.611200 0.146400 -2.480500 0.07 0.13 -0.19
S 1.216800 -2.882700 -0.888200 -1.78 0.88 0.44
C 2.851700 -2.650700 -0.501100 0.98 -0.69 0.16
N 3.317100 -2.942500 0.718500 -0.07 0.48 -0.45
C 4.729900 -2.798200 1.018600 0.43 0.08 0.02
C 5.339600 -1.696700 0.160100 -0.21 -0.15 -0.10
C 5.093500 -2.040700 -1.304400 0.63 -0.03 0.14
N 3.702700 -2.391000 -1.498100 -0.50 0.09 0.34
H 2.704600 -2.693500 1.491500 -0.12 -0.21 -0.25
H 5.233100 -3.753800 0.821700 -0.04 0.11 0.11
H 4.812500 -2.559500 2.077500 0.04 -0.04 -0.05
H 6.406500 -1.614800 0.350800 0.06 0.04 -0.01
H 4.851400 -0.753400 0.409100 0.11 0.02 -0.01
H 5.714700 -2.895500 -1.602600 0.03 0.19 0.01
H 5.332600 -1.195100 -1.955000 -0.04 -0.10 0.07
H 3.275900 -2.201200 -2.390900 -0.08 -0.04 0.08
O 0.951800 0.685700 2.049300 0.32 -0.36 0.59
S 2.249800 0.177300 1.655000 1.88 1.26 3.54
O 3.312200 1.338100 1.899900 -0.49 -1.97 0.79
O 2.414600 -0.068200 0.206300 -1.42 -0.45 -1.51
O 2.690400 -0.948300 2.433400 0.16 -0.29 0.29
```
Positions in Å, forces in eV/Å.

Properties
total charge = 0
orbital gap (spin up / spin down) = 4.2 / 4.3 eV
LUMO (spin up / spin down) = -1.257 / -1.246 eV
multiplicity = 1
highest occupied orbital energy (spin up / spin down) = -5.5 / -5.5 eV
E = -109610.275 eV


2.
The following is a quantum chemistry calculation of a molecular structure, C21H15BaN3S2, from the OMol25 dataset.

Structure (XYZ):
```
42
Properties=species:S:1:pos:R:3:forces:R:3
Ba 0.088645 0.127702 -1.623018 -1.24 1.10 -2.83
C -2.165144 -3.969773 -1.256868 0.22 -0.24 0.22
C -1.364440 -4.808353 -0.489166 -0.29 0.28 -0.28
C -0.190871 -4.308376 0.038470 0.28 0.37 0.01
C 0.184246 -2.986178 -0.232987 -0.91 -0.83 -0.24
N -0.586280 -2.201456 -0.998422 0.28 -1.55 0.80
C -1.726401 -2.676319 -1.468567 -0.36 0.00 -0.27
C 1.404645 -2.387919 0.320672 0.95 0.03 0.59
C 2.256440 -3.101062 1.173413 -0.07 0.20 -0.17
C 3.369627 -2.463383 1.687512 -0.13 0.10 -0.13
C 3.602601 -1.136366 1.378637 -0.23 0.03 -0.21
C 2.712030 -0.478526 0.519858 0.27 -1.02 0.50
N 1.661015 -1.117010 -0.006226 0.69 -0.57 1.00
C 2.869923 0.938393 0.174895 0.44 1.21 -0.07
C 3.930427 1.715448 0.659697 -0.25 -0.45 -0.06
C 4.011715 3.049951 0.319933 -0.34 0.27 -0.30
C 3.013696 3.601854 -0.476590 0.27 -0.17 0.22
C 1.997273 2.768374 -0.904496 -0.08 0.37 -0.22
N 1.931765 1.480829 -0.614723 1.52 0.21 1.04
H -3.099254 -4.305149 -1.678367 -0.07 -0.01 -0.02
H -1.657035 -5.832421 -0.308024 -0.01 -0.04 0.06
H 0.424662 -4.943597 0.653261 0.05 -0.04 0.03
H -2.318614 -1.977086 -2.046041 -0.12 0.08 -0.07
H 2.076652 -4.128631 1.443597 -0.11 -0.03 -0.05
H 4.049741 -2.998079 2.333589 0.03 -0.02 0.07
H 4.461944 -0.647957 1.807281 0.00 0.13 -0.03
H 4.686250 1.283408 1.294397 0.05 -0.03 0.03
H 4.834799 3.658359 0.666668 0.02 0.00 0.06
H 3.020660 4.642649 -0.758332 -0.01 0.07 0.00
H 1.187306 3.149650 -1.514030 -0.11 0.10 -0.07
S -1.285851 0.783949 0.765322 0.61 -0.46 0.40
C -2.641509 1.746208 0.265665 -0.64 0.45 -0.19
C -3.460554 2.203726 1.306513 -0.03 0.01 0.02
C -4.575194 2.980291 1.087599 -0.20 0.15 -0.07
C -4.907567 3.334758 -0.214894 -0.15 0.10 0.13
C -4.120706 2.897948 -1.257048 -0.11 0.06 0.11
C -2.986097 2.100464 -1.060156 -0.51 0.29 0.47
S -2.175518 1.659669 -2.532727 0.33 -0.18 -0.61
H -3.187691 1.922021 2.314466 0.02 -0.02 0.05
H -5.185890 3.311914 1.918251 0.01 -0.01 0.04
H -5.777368 3.947527 -0.409706 -0.06 0.04 -0.03
H -4.364077 3.162551 -2.279309 -0.04 0.01 0.06
```
Positions in Å, forces in eV/Å.

Properties
total charge = 0
orbital gap = 4.4 eV
LUMO = -1.038 eV
multiplicity = 1
highest occupied orbital energy = -5.5 eV
E = -48856.263 eV


The records above give, respectively, F_max values of 4.2; 3.3 eV/A.
The records above give, respectively, relative energy (zero: lowest compared OMol25 entry of this formula, charge and spin) values of 477.24; 78.10 kJ/mol.